1.
C32H42N6O5S3Ti | ωB97M-V/def2-TZVPD

Geometry (Å):
Ti -0.076 -0.071 0.246
S 0.742 2.281 0.779
S 0.924 -3.148 0.145
S -1.068 5.649 -0.756
O -2.501 5.678 -0.628
O -2.059 0.131 0.274
O -0.359 -2.293 0.133
O 0.370 -0.395 2.089
O -0.458 6.360 -1.838
N -3.908 1.265 -0.353
N 2.545 -0.462 1.381
N -0.560 4.086 -0.728
N -4.060 -0.893 0.521
N 0.250 -0.151 -1.774
N 1.857 -0.384 0.162
C 0.070 3.794 0.373
C 1.677 -0.430 2.330
C 0.339 7.396 2.633
C 1.188 -0.463 4.761
C 1.973 -0.480 -3.470
C 0.939 6.266 3.187
C -0.124 -3.585 2.716
C -5.291 1.618 -0.040
C 1.591 -0.476 6.093
C 2.489 -0.386 -1.029
C -3.087 2.370 -0.858
C -3.376 -1.941 1.278
C 2.134 -0.438 3.745
C 1.599 -0.328 -2.099
C 2.941 -0.465 6.409
C -5.102 -1.412 -0.367
C -0.350 -0.324 -4.087
C -1.293 -4.528 2.456
C -1.121 -3.858 -2.542
C 0.259 4.976 1.306
C -0.334 6.101 0.776
C -0.667 -0.164 -2.781
C 0.903 5.040 2.527
C 3.975 -0.426 -1.171
C 3.488 -0.421 4.064
C -0.314 7.327 1.409
C 1.094 -3.812 1.825
C -3.311 0.181 0.137
C 1.030 -0.483 -4.436
C 3.889 -0.436 5.391
C 0.507 -4.641 -0.726
C 0.275 -4.388 -2.216
H -5.721 0.910 0.660
H -2.151 2.011 -1.262
H 4.944 -0.422 5.634
H 0.382 8.340 3.161
H 4.323 -1.374 -1.594
H 0.222 -3.687 3.746
H 0.139 -0.460 4.498
H 4.439 -0.306 -0.195
H -1.881 -4.607 -2.303
H -1.202 -3.620 -3.603
H -2.118 -4.318 3.139
H -5.290 2.607 0.418
H -5.981 -1.715 0.204
H -0.355 -5.108 -0.247
H 3.022 -0.601 -3.714
H -4.143 -2.575 1.722
H 0.438 -5.332 -2.739
H -1.009 -5.574 2.594
H 1.317 -0.601 -5.474
H -2.775 -1.508 2.072
H -2.872 3.076 -0.060
H -1.129 -0.317 -4.837
H 1.033 -3.691 -2.588
H 1.970 -3.305 2.231
H 4.214 -0.390 3.262
H -4.720 -2.284 -0.905
H 0.849 -0.492 6.882
H -5.402 -0.669 -1.099
H -0.786 8.197 0.968
H -0.449 -2.551 2.602
H -3.641 2.890 -1.639
H 1.390 -5.271 -0.570
H -1.699 -0.024 -2.479
H 3.257 -0.472 7.445
H -5.904 1.659 -0.942
H 1.442 6.346 4.144
H 1.334 -4.872 1.706
H 4.327 0.377 -1.822
H 1.362 4.153 2.944
H -2.720 -2.543 0.648
H -1.679 -4.411 1.442
H -1.345 -2.951 -1.980

## Properties
DFT total energy in eV: -108666.7969
Spin multiplicity: 1
Net charge: 0

***

2.
C2HFIN | ωB97M-V/def2-TZVPD

Geometry (Å):
I 4.656 -0.592 -0.462
F -1.245 1.219 -1.026
N 0.356 -1.438 0.464
C -0.381 -0.553 0.313
C -1.290 0.479 0.035
H -2.098 0.885 0.674

## Properties
DFT total energy in eV: -14395.1460
⟨S²⟩: 2.018
Spin multiplicity: 3
Net charge: 0

***

3.
C21H19Cl44NO4 | ωB97M-V/def2-TZVPD

Geometry (Å):
Cl -2.124 -8.939 1.413
Cl 6.732 3.285 0.909
Cl 2.540 -6.556 -0.426
Cl 0.886 3.778 -0.828
Cl 3.521 -7.250 2.195
Cl 4.471 -1.815 -5.072
Cl 1.967 5.028 1.516
Cl -0.461 7.724 3.733
Cl 1.450 6.618 -0.832
Cl 3.606 4.701 -0.840
Cl -3.692 -10.490 3.271
Cl 6.462 3.217 -5.411
Cl 3.489 -9.234 0.102
Cl 5.682 -0.286 -7.193
Cl -5.073 6.755 0.953
Cl 6.886 2.406 3.650
Cl 1.528 5.867 4.675
Cl -6.997 7.492 -1.070
Cl 1.006 -8.299 1.257
Cl 0.427 7.829 6.477
Cl -4.303 1.491 4.415
Cl -3.542 2.486 -3.985
Cl 3.612 -2.199 -7.801
Cl -2.270 3.088 -6.712
Cl 7.781 5.052 2.932
Cl -5.676 4.924 -1.192
Cl -4.196 7.326 -1.736
Cl -1.202 5.628 5.569
Cl -3.820 -7.609 3.323
Cl -5.539 1.986 -1.948
Cl 0.033 1.893 -7.965
Cl -3.392 0.125 -2.324
Cl -6.757 0.659 3.135
Cl 6.109 3.987 -2.657
Cl -4.234 -0.287 2.134
Cl -4.969 2.476 1.790
Cl -2.811 2.705 -1.211
Cl 4.967 4.421 2.886
Cl -0.850 4.514 -8.779
Cl -1.433 -8.962 4.210
Cl 4.194 2.248 -3.911
Cl -2.421 2.190 -9.449
Cl 6.842 1.274 -3.312
Cl 2.959 0.240 -6.406
O -2.992 -1.838 -0.430
O -4.165 -3.782 -0.484
O 1.390 -3.313 0.560
O -1.896 -3.750 -0.565
N -1.358 -0.274 0.041
C -1.376 2.921 -8.230
C 2.643 -7.842 0.779
C 0.983 -4.167 1.632
C 0.778 -3.383 2.937
C -1.575 -1.515 -0.638
C -2.771 -9.001 3.057
C -3.824 1.833 -2.370
C 6.592 3.791 2.596
C 0.070 6.765 5.117
C 0.446 -3.202 -0.482
C 5.905 2.676 -3.828
C 0.026 0.209 0.078
C 0.378 0.996 1.362
C -3.126 -3.180 -0.493
C -5.062 1.081 2.869
C 4.182 -1.016 -6.621
C -0.613 -3.536 3.577
C -5.490 6.627 -0.760
C -0.947 -2.757 -0.038
C -0.368 0.580 2.629
C 1.980 5.041 -0.249
H 0.722 -0.614 -0.065
H -1.108 -4.452 3.252
H 1.795 -4.881 1.783
H -0.393 1.421 3.328
H 0.955 -2.335 2.695
H -1.124 -2.744 1.038
H -1.256 -2.696 3.293
H 0.853 -2.464 -1.175
H 0.347 -4.153 -1.013
H 0.206 2.056 1.164
H -1.975 0.421 -0.360
H 0.101 -4.751 1.353
H 0.194 0.890 -0.766
H -0.559 -3.518 4.666
H -1.483 -1.469 -1.732
H 0.118 -0.254 3.134
H 1.555 -3.666 3.648
H -1.404 0.316 2.418
H 1.454 0.888 1.517

## Properties
DFT total energy in eV: -582747.8250
SMILES string: CCCN[C@@H]1OC(=O)O[C@H]1COCCC.ClC(Cl)(Cl)Cl.ClC(Cl)(Cl)Cl.ClC(Cl)(Cl)Cl.ClC(Cl)(Cl)Cl.ClC(Cl)(Cl)Cl.ClC(Cl)(Cl)Cl.ClC(Cl)(Cl)Cl.ClC(Cl)(Cl)Cl.ClC(Cl)(Cl)Cl.ClC(Cl)(Cl)Cl.ClC(Cl)(Cl)Cl
Spin multiplicity: 1
Net charge: 0

***

4.
C4H25N3O6 | ωB97M-V/def2-TZVPD

Geometry (Å):
O -2.426 1.222 3.471
O -5.275 -2.078 -1.028
O 4.592 -0.254 -1.765
O -1.353 4.392 1.931
O 3.000 0.395 1.703
O 3.033 -3.699 1.637
N -2.336 -0.294 -1.064
N 2.067 -0.226 -0.786
N -1.954 1.638 0.347
C -0.138 -1.122 -1.824
C -2.561 0.493 0.029
C 1.381 -0.744 -2.023
C -1.137 0.046 -2.020
H -3.263 0.169 0.812
H 1.549 -0.044 -2.814
H 1.792 -1.761 -2.447
H -2.285 2.300 1.225
H -0.582 -1.985 -2.391
H -2.972 -1.045 -1.235
H 3.389 -3.160 2.356
H 2.650 -4.500 1.821
H 2.481 -1.027 -0.288
H -4.674 -2.786 -0.798
H 5.176 0.002 -1.055
H 1.491 0.306 -0.036
H -1.288 2.095 -0.197
H -1.978 2.086 3.908
H -1.394 -0.020 -3.116
H -0.505 4.536 2.187
H 3.551 1.133 1.746
H -2.632 0.827 4.226
H 2.905 0.485 -1.016
H -0.139 -1.445 -0.797
H -6.083 -2.275 -0.529
H -0.853 1.106 -1.857
H -1.712 5.211 2.144
H 4.731 0.086 -2.562
H 3.752 -0.064 2.105

## Properties
DFT total energy in eV: -21275.1251
⟨S²⟩: 0.776
Spin multiplicity: 2
Net charge: +3

***

5.
CH5NO | ωB97M-V/def2-TZVPD

Geometry (Å):
O -3.202 -0.138 -0.119
N 1.308 0.160 0.353
C 2.484 0.127 -0.106
H -2.481 -0.751 0.062
H 2.847 1.043 -0.537
H -3.113 0.071 -1.052
H 3.071 -0.787 -0.054
H 1.082 -0.747 0.741

## Properties
DFT total energy in eV: -4654.6537
SMILES string: C=N.O
Spin multiplicity: 1
Net charge: 0

***

6.
CH6NP3 | ωB97M-V/def2-TZVPD

Geometry (Å):
P 0.665 -1.233 0.404
P -2.423 -0.457 -0.421
P 2.323 -0.238 -0.568
N -0.616 1.394 0.653
C -0.586 0.236 0.297
H -2.977 0.830 0.164
H 0.132 -1.984 -0.629
H 0.204 1.819 1.048
H -2.001 -0.060 -1.765
H 1.929 0.535 0.455
H 3.349 -0.843 0.362

## Properties
DFT total energy in eV: -30487.6016
SMILES string: [H]/N=C(/P)[PH]#[PH2]
Spin multiplicity: 1
Net charge: 0

***

7.
C5H7FO | ωB97M-V/def2-TZVPD

Geometry (Å):
F 2.251 -0.550 -0.852
O -2.019 -0.433 -0.820
C 0.829 1.275 -0.203
C -1.053 -0.147 0.150
C 1.407 -0.065 0.185
C -0.523 1.258 -0.175
C 0.251 -1.060 0.292
H -1.564 -0.042 1.147
H 2.105 0.148 1.078
H 0.455 -1.634 -0.617
H 1.340 2.147 -0.519
H -1.176 2.116 -0.255
H 0.253 -1.757 1.197
H -2.557 -1.256 -0.607

## Properties
DFT total energy in eV: -10062.1713
SMILES string: O[C@@H]1C=C[C@H](F)C1
Spin multiplicity: 1
Net charge: 0

***

8.
C32H47BrN2O2ReSi3Te | ωB97M-V/def2-TZVPD

Geometry (Å):
Re -0.489 -0.402 0.638
Te -0.357 1.385 2.611
Br -2.265 -1.591 1.784
Si 0.611 1.744 -1.770
Si -2.834 3.684 2.430
Si 2.250 0.598 4.387
O 0.858 0.140 -1.066
O 1.925 -2.349 -4.172
N 0.714 -2.200 -1.210
N -0.444 -2.113 -0.498
C 4.099 0.749 4.640
C 1.694 2.972 -6.132
C 1.269 1.161 5.892
C 1.370 1.181 -4.559
C -3.580 -6.647 -1.895
C -1.226 -3.139 -0.345
C 4.275 -1.993 -3.734
C -3.582 -5.253 0.075
C -2.300 -3.146 0.590
C 2.935 -1.830 -3.410
C 4.902 -0.821 -1.727
C 1.742 1.720 2.904
C 3.565 -0.645 -1.416
C 1.438 3.894 -5.127
C 1.119 2.093 -3.533
C -1.277 1.856 -1.679
C 2.575 -1.131 -2.261
C 1.628 2.781 -0.588
C -4.605 -7.447 0.131
C 1.156 3.458 -3.844
C 1.659 1.616 -5.843
C -3.257 -4.064 0.826
C -2.880 5.387 3.212
C 1.691 -1.135 3.839
C -3.255 -5.458 -1.274
C -0.978 3.337 1.997
C -4.235 -7.652 -1.192
C 5.252 -1.490 -2.892
C -3.772 3.567 0.802
C 1.115 -0.986 -1.918
C -4.295 -6.255 0.754
C -3.477 2.371 3.626
H 1.884 2.778 3.124
H -2.890 2.348 4.546
H -4.825 3.811 0.953
H -3.869 -3.907 1.710
H 1.505 2.491 0.454
H -4.512 2.585 3.902
H -1.011 -4.062 -0.876
H 2.296 1.464 2.002
H 6.295 -1.622 -3.148
H 0.877 -3.049 -1.741
H 2.289 -2.744 -4.972
H 1.607 0.644 6.793
H 2.688 2.694 -0.837
H 1.455 4.954 -5.343
H 2.250 -1.925 4.344
H 1.366 3.837 -0.682
H 0.634 -1.289 4.072
H -3.724 2.563 0.375
H -3.377 4.271 0.066
H -2.801 -4.666 -1.855
H 3.273 -0.109 -0.521
H 1.339 0.118 -4.377
H -1.704 1.372 -0.788
H -3.459 1.372 3.181
H 0.202 0.968 5.781
H 1.404 2.231 6.068
H -0.809 3.476 0.931
H -1.714 1.373 -2.556
H -1.631 2.889 -1.683
H 1.916 3.310 -7.135
H 4.551 -2.518 -4.641
H 4.370 1.786 4.847
H -2.423 6.135 2.561
H -4.473 -8.588 -1.680
H 4.418 0.150 5.495
H 5.668 -0.447 -1.062
H 0.960 4.192 -3.068
H -0.327 4.021 2.543
H -5.139 -8.214 0.673
H -3.334 -6.796 -2.938
H 4.667 0.419 3.770
H -3.909 5.699 3.401
H -4.580 -6.096 1.787
H 0.518 -0.884 -2.835
H -2.349 5.402 4.166
H 1.836 -1.274 2.760
H 1.852 0.891 -6.623

## Properties
DFT total energy in eV: -144107.1268
⟨S²⟩: 3.783
Spin multiplicity: 4
Net charge: +2

***

9.
CH4O3S | ωB97M-V/def2-TZVPD

Geometry (Å):
S -1.312 0.795 0.287
O -1.879 1.845 -0.527
O -0.728 -1.667 -0.052
O -1.620 -0.660 -0.579
C 1.592 0.464 0.090
H 1.085 -0.469 0.264
H 2.254 0.876 0.807
H 1.956 0.829 -0.852
H -1.347 -2.013 0.563

## Properties
DFT total energy in eV: -18073.1546
Spin multiplicity: 1
Net charge: 0

***

10.
C34H34Cl2N5O2S2Ti | ωB97M-V/def2-TZVPD

Geometry (Å):
Ti -0.505 -0.178 -0.142
Cl -3.365 -6.060 3.080
Cl 1.918 -5.415 1.967
S 0.437 0.480 -2.515
S -1.145 -0.253 2.334
O -0.134 -2.189 -0.349
O 1.470 -3.583 -1.032
N -0.415 2.275 -0.079
N 1.609 0.152 0.843
N -4.468 -0.142 -2.185
N -2.515 -0.412 -1.206
N -0.894 -6.678 1.627
C -2.598 -1.273 -2.274
C 2.578 -0.749 0.183
C 0.439 -4.908 2.717
C -0.131 5.014 -2.624
C 1.639 0.024 2.294
C 0.338 -3.339 -0.626
C 0.488 -3.806 3.554
C -0.161 -5.876 -0.596
C -3.648 0.247 -1.181
C 2.865 0.075 2.953
C 0.221 4.295 -3.762
C -0.683 -4.479 -0.403
C -0.327 4.323 -1.441
C 0.572 -0.131 4.437
C -3.799 -1.114 -2.894
C 0.160 -8.178 0.085
C 0.881 -7.491 -2.087
C -0.752 -5.617 2.499
C 0.727 -8.490 -1.136
C -0.194 2.937 -1.363
C -0.278 -6.883 0.364
C -1.627 2.785 0.583
C 2.963 0.010 4.331
C 0.747 2.469 0.818
C -1.809 -4.127 4.128
C 0.176 2.199 -2.500
C 1.795 -0.082 5.079
C -5.762 0.416 -2.503
C 0.446 -6.207 -1.808
C -0.633 -3.410 4.259
C 1.899 1.552 0.460
C 0.451 -0.106 3.034
C 0.372 2.926 -3.692
C -1.854 -5.197 3.259
H -5.703 1.074 -3.371
H -2.441 2.817 -0.141
H 1.344 -7.710 -3.041
H 3.933 0.042 4.813
H -0.248 6.090 -2.655
H -1.507 -4.299 -1.101
H 1.418 -3.261 3.643
H -1.690 -7.263 1.813
H -6.473 -0.383 -2.709
H 2.810 1.903 0.966
H -1.487 3.795 0.985
H 3.613 -0.426 0.358
H 0.652 2.363 -4.574
H -0.591 -2.537 4.893
H -6.122 0.989 -1.651
H 1.082 3.514 0.769
H -0.592 4.879 -0.550
H 1.063 -9.500 -1.336
H 2.079 1.570 -0.616
H -0.343 -0.190 5.014
H -3.926 0.998 -0.460
H 0.068 -8.931 0.859
H -4.233 -1.587 -3.757
H 0.380 4.806 -4.705
H -1.886 2.121 1.407
H -1.777 -1.925 -2.516
H 3.772 0.166 2.367
H -1.108 -4.317 0.585
H 2.384 -0.737 -0.887
H 0.579 -5.421 -2.539
H 0.417 2.266 1.838
H 1.837 -0.117 6.162
H 2.440 -1.766 0.538
H -2.703 -3.841 4.663

## Properties
DFT total energy in eV: -117192.0468
⟨S²⟩: 2.004
Spin multiplicity: 3
Net charge: -1

***

11.
C8H21BeNOP2S | ωB97M-V/def2-TZVPD

Geometry (Å):
S 0.722 -1.331 3.800
P -0.768 -2.268 0.003
P 0.535 2.073 -0.896
O 3.466 0.171 1.472
N -1.169 0.550 3.001
C -0.187 2.578 -2.502
C -0.680 -1.900 -1.758
C -0.356 -0.296 3.330
C -0.980 2.050 0.116
C 1.391 3.567 -0.261
C 0.900 -2.655 0.563
C 2.984 0.458 0.453
C -1.913 -3.605 0.382
Be 2.233 0.799 -1.132
H -1.534 -1.286 -2.092
H -1.400 -1.184 0.654
H -1.155 3.043 0.532
H 1.105 -2.288 1.588
H -1.237 2.236 -2.516
H -2.050 -3.652 1.475
H -0.142 3.672 -2.613
H -0.916 1.343 0.941
H 1.640 -2.215 -0.120
H 2.416 3.610 -0.655
H 0.809 4.466 -0.537
H -1.574 -4.591 0.011
H -1.821 1.765 -0.509
H 0.251 -1.344 -1.973
H 1.456 3.471 0.835
H -0.685 -2.855 -2.317
H 1.014 -3.759 0.566
H 0.367 2.068 -3.303
H -2.894 -3.369 -0.051
H 2.170 -0.196 -2.068
H -1.998 0.876 3.504

## Properties
DFT total energy in eV: -41983.6920
Spin multiplicity: 1
Net charge: 0

***

12.
C5H16N3 | ωB97M-V/def2-TZVPD

Geometry (Å):
N -0.531 1.688 1.863
N 1.177 3.026 -1.246
N 0.026 -2.568 -1.212
C 0.341 2.288 0.909
C 0.214 2.408 -0.424
C -0.447 -1.901 0.063
C -1.404 -0.768 -0.338
C 0.796 -1.620 0.900
H 0.501 -1.860 -1.821
H -0.872 -0.175 -1.096
H -1.287 2.341 2.171
H -1.506 -0.060 0.528
H 1.448 -0.897 0.396
H -1.010 -2.723 0.566
H -0.833 -2.912 -1.699
H -0.606 1.940 -0.969
H 0.020 1.463 2.653
H -2.390 -1.054 -0.746
H 0.731 3.541 -1.980
H 0.710 -3.352 -1.069
H 1.226 2.769 1.360
H 1.798 2.317 -1.688
H 0.586 -1.311 1.934
H 1.312 -2.578 0.942

## Properties
DFT total energy in eV: -9907.3748
Spin multiplicity: 1
Net charge: +1

***

> The lowest net charge belongs to which entry?

C34H34Cl2N5O2S2Ti

***

> What is the formula in the tenth record?

C34H34Cl2N5O2S2Ti

***

> net charge of number 9 (CH4O3S)?

0